# C5H20AgO9P

C5H20AgO9P as an isolated structure (ωB97M-V/def2-TZVPD, the Open Molecules 2025 dataset).

Orbital gap (spin up / spin down) (eV): 2.665 / 6.365
Spin multiplicity: 3
Net charge: -2

Atoms and positions in Å:
O: -2.2520 1.2128 0.6254
H: 1.9366 -0.1610 -1.7926
H: -3.0358 -1.2334 -2.7579
H: 2.6085 -0.7709 3.0211
H: 0.1191 -2.8165 2.1559
C: -2.7297 -1.1579 -1.7145
O: -1.5164 3.4375 -0.1361
H: 2.8093 -1.4359 1.4523
H: 1.0922 3.7720 -1.9114
C: 0.8691 2.7725 -2.2848
O: -1.2859 -1.5877 1.2735
H: -0.4647 2.5273 -1.0075
O: -2.8391 2.9568 2.1322
H: -1.0332 -0.7219 -2.4552
O: -1.4547 -0.5000 -1.6217
Ag: -0.3341 0.2972 0.2444
H: -0.3919 -1.5518 3.2125
H: 1.9972 -1.8278 -2.2452
H: 1.7868 2.3408 -2.6841
C: 2.0076 -1.1668 -1.3785
H: 3.5657 0.1210 1.8511
H: 2.9769 -1.2237 -0.8832
H: 1.0820 -2.4286 -0.3310
O: 0.9510 -1.4983 -0.5281
O: 1.5513 0.2617 1.5388
P: -1.7164 2.5810 1.1116
C: 2.6690 -0.4872 1.9705
H: -2.2427 -1.6651 1.2574
O: -0.3751 1.9994 1.6249
H: 1.6477 1.1082 1.9813
H: 0.2350 2.7894 -3.1712
H: -2.7190 -2.1672 -1.3030
H: -1.4801 -2.9020 2.8573
H: -3.5013 -0.5986 -1.1854
C: -0.7499 -2.2168 2.4266
O: 0.2169 1.9417 -1.3452

Atomic forces in eV per Å
-1.7 -2.6 -1.3
-0.5 0.2 0.4
-0.1 0.0 -0.1
-0.2 0.1 0.4
0.0 -0.1 -0.3
0.1 0.3 0.1
0.2 0.9 0.3
-0.4 0.2 -0.5
-0.2 0.1 0.1
-0.3 -0.9 -0.5
0.0 -0.9 0.5
-1.7 1.0 1.3
2.3 0.6 -1.1
0.6 0.1 0.2
-1.6 -0.8 -1.0
-0.6 0.4 0.4
-0.3 0.6 -0.2
0.3 -0.2 -0.1
0.4 -0.3 0.5
0.6 0.2 -0.9
0.4 -0.1 -0.1
0.2 -0.2 0.0
-0.2 -0.7 0.4
0.3 0.0 -0.4
1.5 -0.8 0.7
-2.5 0.6 1.3
0.4 0.0 0.2
0.0 0.3 0.2
1.1 1.4 1.3
-0.9 0.5 -0.2
-0.2 0.7 -0.3
0.3 -0.2 0.1
-0.1 -0.1 0.2
0.3 0.3 0.1
0.0 -0.6 0.0
2.4 0.0 -1.8

Quick look at the Löwdin charges, all values in e: -0.331, 0.063, 0.064, 0.056, 0.040, -0.164, -0.409, 0.030, 0.077, -0.178, -0.186, -0.033, -0.440, 0.070, -0.197, 0.840, 0.075, 0.036, 0.052, -0.301, 0.063, 0.043, 0.021, -0.361, -0.199, -0.063, -0.267, 0.079, -0.400, 0.068, 0.066, 0.060, 0.064, 0.075, -0.203, -0.211

=====

# C22H24MnN7O5S2

C22H24MnN7O5S2 as an isolated structure (ωB97M-V/def2-TZVPD, the Open Molecules 2025 dataset).

Orbital gap (spin up / spin down) (eV): 5.193 / 5.806
Spin multiplicity: 6
Net charge: -1
Relative energy (zero: lowest compared OMol25 entry of this formula, charge and spin) (kJ/mol): 201.59

Atoms and positions in Å:
O: 0.0702 -0.4870 -6.1915
Mn: -0.9217 0.0295 2.2234
C: 1.8757 0.2810 2.5766
C: 3.3098 -0.1232 2.5698
N: 0.6199 -3.9837 1.3258
H: 2.7764 1.6509 -4.5352
H: -3.7512 0.2216 -3.8888
S: -1.3265 -2.2079 1.6732
H: -0.2052 -4.5408 1.2022
C: 0.1665 3.9319 3.6571
H: -5.8081 0.6867 0.5840
C: -3.4041 0.4706 -1.8010
C: -0.5535 2.8288 3.2855
H: 0.1380 1.5392 0.1239
N: -3.1343 0.6469 0.5896
C: 2.1507 1.2050 -3.7738
H: 3.9716 0.7394 2.5576
N: 0.0078 1.6622 2.9301
H: -2.3263 0.4903 -1.8855
O: -1.8638 0.7584 0.3802
C: 2.0348 1.7647 -2.5051
O: -2.6912 0.4778 2.6684
S: 1.4600 -0.6105 -5.7652
N: 1.0350 1.7535 -0.2802
H: 2.1773 4.7143 3.8919
H: 2.5793 2.6711 -2.2551
C: 2.1783 2.6717 3.2834
N: -3.6177 0.5196 1.7577
H: -7.2458 0.4562 -1.4214
C: 3.0316 -4.2275 0.7667
C: -4.2122 0.3206 -2.9150
H: 2.1160 -4.4778 2.7032
C: -5.3765 0.5832 -0.4007
C: 1.4405 0.0618 -4.0877
C: 1.3939 1.5501 2.9395
H: 3.2551 2.5854 3.2563
C: -5.5921 0.2927 -2.7804
H: 3.5017 -0.7352 1.6911
C: 0.6289 -0.5417 -3.1398
C: 0.5124 0.0120 -1.8760
H: 3.9246 -4.8068 1.0086
C: 1.5809 3.8486 3.6363
H: -0.1202 -0.4424 -1.1186
C: -6.1685 0.4454 -1.5250
C: -3.9918 0.5746 -0.5465
H: 1.6856 -5.7279 1.5249
C: 1.1925 1.1914 -1.5564
H: 2.7850 -4.3755 -0.2847
N: 1.3273 -1.8771 1.9475
H: 1.2719 2.7286 -0.1979
H: -1.6371 2.8557 3.2704
H: -6.2194 0.1507 -3.6506
H: 3.5290 -0.7331 3.4497
C: 0.3701 -2.6863 1.6578
H: 3.2379 -3.1732 0.9261
C: 1.8664 -4.6606 1.6517
N: 0.9239 -0.6014 2.2376
O: 1.9055 -1.9886 -5.6022
O: 2.3898 0.2371 -6.4991
H: 0.0877 -1.4384 -3.4150
H: -0.3426 4.8375 3.9508

Atomic forces in eV per Å
0.0 0.0 0.0
0.7 -0.7 -0.5
-0.2 -0.2 0.0
-0.1 0.1 0.0
-0.1 0.0 0.0
0.0 0.0 0.0
0.0 0.0 0.0
0.0 0.4 0.2
0.0 -0.1 0.0
0.0 -0.1 0.0
0.0 0.0 0.0
0.2 0.0 0.3
-0.2 0.2 0.1
-0.1 0.3 0.0
0.3 0.1 0.5
-0.1 -0.1 0.2
0.0 0.0 0.0
0.1 0.0 0.0
0.0 0.0 -0.1
0.1 -0.1 0.3
-0.1 0.1 0.0
-0.8 0.3 0.4
0.0 0.0 0.2
0.2 -0.2 0.2
0.0 0.0 0.0
0.0 0.0 0.0
0.0 0.1 0.0
-0.1 -0.1 -0.5
0.0 0.0 0.0
-0.2 0.0 0.0
-0.1 0.0 -0.1
0.0 0.0 0.0
0.2 0.0 0.2
0.0 -0.1 -0.7
-0.1 -0.1 0.0
0.0 0.0 0.0
0.1 0.0 0.0
0.0 0.0 0.0
0.1 0.1 0.2
0.0 0.1 0.1
0.0 0.0 0.0
0.0 -0.1 0.0
0.0 -0.1 -0.1
0.0 0.0 0.0
-0.6 0.0 -0.7
0.0 0.0 0.0
0.1 0.0 -0.2
0.0 0.0 0.0
0.3 -0.4 0.1
-0.1 0.0 -0.1
0.0 -0.1 0.0
0.0 0.1 0.0
0.0 0.0 0.0
0.0 0.3 0.0
0.1 0.0 0.0
0.1 0.2 -0.1
0.2 0.1 0.0
0.0 0.0 0.0
0.0 0.0 0.0
0.0 0.0 0.1
0.0 0.0 0.0

Quick look at the Löwdin charges, all values in e: -0.383, 0.781, -0.277, -0.016, -0.038, 0.102, 0.118, 0.679, 0.098, -0.087, 0.105, 0.016, -0.137, 0.031, -0.215, -0.066, 0.067, -0.026, 0.108, -0.168, -0.048, -0.273, 0.395, 0.104, 0.100, 0.098, -0.026, 0.033, 0.101, -0.090, -0.052, 0.109, -0.023, -0.277, -0.242, 0.102, -0.082, 0.074, -0.063, -0.050, 0.068, -0.082, 0.087, -0.086, -0.159, 0.108, -0.324, 0.079, 0.013, 0.086, 0.109, 0.103, 0.091, -0.776, 0.045, -0.254, -0.130, -0.381, -0.385, 0.115, 0.092

=====

# C52H53BaGe2N5S5Te

C52H53BaGe2N5S5Te as an isolated structure (ωB97M-V/def2-TZVPD, the Open Molecules 2025 dataset).

Orbital gap (eV): 4.629
Spin multiplicity: 1
Net charge: -2
Relative energy (zero: lowest compared OMol25 entry of this formula, charge and spin) (kJ/mol): 0.00

Atoms and positions in Å:
H: -0.8222 -5.9286 -2.1892
C: -2.2245 -2.8520 -2.0019
C: -0.0586 1.2306 4.9009
C: 4.7087 -0.8102 -0.8592
H: -1.9228 7.2499 5.0842
H: 1.3073 2.2464 -5.2774
C: -2.4525 0.1972 -4.5720
H: -2.9611 -2.4693 -1.2925
Ba: -0.1450 2.1296 -0.5888
H: -2.9947 -4.9026 -2.0968
H: 1.5247 -1.0777 2.1941
H: -0.6160 -9.9899 -0.8664
C: -2.5702 4.5139 2.3645
C: 1.2019 1.7788 1.6729
H: -3.2966 -0.7565 3.6169
H: 3.0764 4.0390 -3.5876
C: 2.9342 1.4367 -3.3321
S: -4.5460 1.4203 -3.5339
C: -1.2762 4.9391 2.6843
H: -2.0180 -2.0319 -2.6919
C: 2.6274 3.8081 -1.4905
C: -1.0415 5.9098 3.6484
C: -0.5857 -8.4852 0.6701
H: 3.2350 0.5798 4.4528
C: 2.2832 0.6618 4.9597
C: -1.8543 -0.9978 2.0136
C: 1.0235 -2.9991 -2.0933
H: 5.6751 -1.2819 -0.7237
N: -0.6758 3.3861 -2.9417
C: -0.7193 -6.1792 -0.0690
H: 2.0798 -3.9270 -3.7590
C: -1.1347 3.2015 -5.2739
H: 3.8561 1.9595 -3.6348
C: -0.7292 -8.0008 -1.6709
H: -4.6355 4.7836 2.8663
S: -0.9578 -0.6317 -4.9375
N: 2.2285 0.3930 -1.2289
C: 1.1773 1.1380 4.2420
C: 3.2204 0.5939 -2.0998
H: 3.8117 -1.6514 0.9203
C: 0.9291 0.3863 6.9229
H: 0.3284 -1.8079 4.2544
Te: -2.9429 3.0465 0.8582
C: 3.1588 3.8803 1.1834
S: -6.0060 2.1141 -6.0580
H: -0.7697 -8.3288 -2.7021
N: 1.7013 4.3009 -0.6677
H: -0.4300 4.4831 2.1782
H: 5.2486 0.2017 -2.6829
H: -4.2341 6.5037 4.5741
C: -0.3411 2.9757 -4.1570
Ge: -0.5837 -3.1313 -0.9850
C: 1.2162 -4.1174 -3.1163
C: 3.6826 -1.0225 0.0508
C: -0.9673 -4.1898 1.4421
H: 0.9291 -2.0353 -2.6034
H: -0.8257 2.8182 -6.2372
H: 3.0216 -0.0802 6.8310
C: 0.8870 2.1395 -4.2639
H: -0.9143 1.5946 4.3471
C: -2.3521 3.8424 -5.1089
C: -3.3934 6.0712 4.0423
H: 0.6222 -3.4987 3.8582
Ge: -0.5523 -2.2609 1.2870
H: 5.0668 3.0050 0.7067
H: 0.5518 1.0987 -4.1871
H: 1.8890 -2.9312 -1.4227
H: -0.0233 6.2097 3.8694
H: 1.3740 -5.0829 -2.6321
H: 2.7105 0.7373 -4.1445
H: -1.9354 -1.7831 4.0572
N: 1.8367 2.3570 -3.1946
H: 1.3928 4.3670 -3.1130
H: 1.8755 -2.7611 1.7650
N: 0.7150 -0.3224 9.4058
H: -0.5059 -9.1995 1.4808
C: -2.7755 -4.0599 -2.7557
C: -0.1820 0.8590 6.2246
H: -3.0166 3.9887 -5.9510
C: -2.6062 -1.5148 3.2407
C: 2.2422 3.7087 -2.9402
C: -2.1014 6.4890 4.3337
C: 0.8070 -0.0053 8.3030
C: -0.6439 -8.9300 -0.6450
H: -3.7030 -3.7897 -3.2665
C: -1.8422 4.0205 -2.7935
H: -2.5577 -0.7467 1.2168
C: -3.6211 5.0990 3.0783
H: -0.5572 -6.7952 1.9785
C: -2.7168 4.2625 -3.8355
H: -3.1920 -2.4035 2.9984
C: 1.0098 -2.4848 3.7374
S: -3.4147 0.6152 -5.9739
C: 3.8609 3.3558 -1.0325
H: 1.6340 -0.5350 0.5140
H: 1.9670 -2.4304 4.2646
C: 1.2804 1.4874 2.8632
C: 4.4748 0.0077 -1.9502
C: 2.4649 -0.4032 -0.1806
H: 0.3473 -4.2106 -3.7704
H: 4.5988 2.9886 -1.7343
C: 4.1262 3.3817 0.3246
C: -4.7251 1.4104 -5.2247
H: -2.0976 4.3284 -1.7853
C: -0.6191 -7.1294 0.9507
C: 1.1566 -2.1064 2.2624
C: -0.7464 -4.7230 0.2240
H: -1.2152 -4.7975 2.3144
C: -3.0044 0.6064 -3.3983
H: 3.2983 3.8868 2.2565
S: -2.3767 0.4478 -1.7704
H: -1.1391 0.9320 6.7244
C: 2.1639 0.2897 6.2843
C: 1.9718 4.3393 0.6333
H: -2.0845 -4.4060 -3.5274
C: -0.7602 -6.6439 -1.3821
H: -1.3207 -0.0716 2.2469
H: 1.1901 4.7405 1.2691
H: -3.6678 4.7380 -3.6430

Atomic forces in eV per Å
0.0 0.1 -0.1
-0.1 -0.1 -0.1
0.0 0.0 0.0
-0.1 0.0 0.0
0.0 0.0 0.0
0.2 0.1 0.0
0.2 -0.1 -0.1
0.0 0.0 0.0
-0.2 -0.6 -1.0
0.0 0.0 0.0
0.0 -0.2 0.2
0.0 0.0 0.0
0.0 -0.1 -0.1
0.4 -0.4 0.8
0.0 0.0 0.0
0.0 -0.1 0.0
0.3 -0.4 0.3
-0.2 0.0 0.1
0.1 -0.1 0.0
0.0 -0.1 0.0
0.6 0.2 -0.1
0.0 0.0 0.0
0.0 0.0 0.0
0.0 0.0 0.0
0.0 0.0 0.1
-0.1 0.1 0.0
0.2 0.0 0.0
0.0 0.0 0.0
-0.6 0.4 -0.2
0.0 0.1 0.1
0.0 0.0 0.0
-0.2 0.1 0.0
0.0 -0.1 0.0
0.0 0.0 0.0
0.0 0.0 0.0
-0.2 -0.1 0.1
0.4 -0.1 -0.1
0.1 -0.1 -0.1
-0.1 -0.1 0.0
0.0 0.0 0.0
0.0 -0.1 0.2
0.0 0.0 0.0
-0.5 0.3 0.6
0.4 0.1 -0.1
0.1 0.0 0.0
0.0 0.0 0.0
0.0 0.2 0.2
-0.2 0.0 0.1
0.0 0.0 0.0
0.0 0.0 0.0
-0.1 -0.2 -0.2
0.1 0.1 0.1
0.0 0.0 0.0
0.0 0.0 -0.1
0.0 0.0 0.0
0.0 0.0 0.0
0.0 0.0 0.0
0.0 0.0 0.0
-0.2 0.1 -0.3
0.0 0.0 0.0
0.1 0.0 0.0
0.0 0.0 0.0
0.0 0.0 0.0
-0.2 -0.3 0.0
0.0 0.0 0.0
-0.1 -0.1 -0.1
-0.1 0.0 -0.1
0.0 0.0 0.0
0.0 0.0 0.0
0.0 0.0 0.1
0.1 0.0 0.0
-0.2 -0.5 -0.3
0.2 0.0 0.1
0.0 0.0 0.0
0.0 0.0 0.0
0.0 0.0 0.0
0.0 0.0 0.0
0.0 0.0 -0.1
0.0 0.0 0.0
-0.1 0.1 0.0
0.2 0.6 0.0
0.0 0.0 0.0
0.0 0.0 -0.1
0.0 0.0 0.0
0.0 0.0 0.0
-0.1 0.2 0.0
0.0 0.0 0.0
0.0 0.0 0.0
0.0 0.0 0.0
0.1 0.0 -0.1
0.0 0.0 0.0
0.0 -0.1 0.0
0.0 -0.1 -0.3
-0.1 0.2 -0.1
0.4 0.1 -0.4
0.0 0.0 0.0
-0.2 0.0 0.3
-0.1 0.0 0.1
-0.2 0.2 -0.1
0.0 0.0 0.0
0.0 0.0 0.0
-0.1 0.2 0.3
-0.1 0.0 -0.1
0.0 0.0 0.1
0.0 -0.1 0.0
0.1 0.2 0.2
0.0 -0.1 0.0
0.0 0.0 0.0
0.4 0.0 0.3
0.0 0.0 -0.1
-0.2 0.0 0.0
0.0 0.0 0.0
0.0 0.0 -0.1
0.2 0.2 0.2
0.0 0.0 0.0
0.0 0.0 0.0
0.0 0.0 0.0
0.1 0.0 -0.1
0.0 0.0 0.0

Here are the Löwdin charges for atoms 1 to 99, given in e: 0.077, -0.391, -0.014, -0.068, 0.082, 0.134, -1.194, 0.044, 1.290, 0.052, 0.016, 0.089, -0.688, -0.239, 0.065, 0.129, -0.136, 0.868, -0.174, -0.026, -0.294, -0.118, -0.103, 0.112, -0.043, -0.365, -0.365, 0.101, -0.057, -0.226, 0.060, -0.028, 0.120, -0.088, 0.075, 0.384, 0.074, -0.258, -0.268, 0.098, -0.253, 0.047, 0.565, -0.084, 0.350, 0.098, 0.019, 0.044, 0.109, 0.087, -0.291, 0.887, -0.179, -0.055, -0.230, 0.039, 0.115, 0.111, -0.173, 0.123, -0.071, -0.128, 0.057, 0.861, 0.107, 0.026, 0.043, 0.090, 0.051, 0.136, 0.045, -0.178, 0.114, 0.055, 0.123, 0.092, -0.173, -0.028, 0.106, -0.174, -0.149, -0.136, -0.202, -0.116, 0.067, -0.175, 0.038, -0.183, 0.098, -0.066, 0.060, -0.167, 0.831, -0.031, 0.039, 0.061, -0.186, -0.042, -0.168

=====

# C5H16O3

A 3-piece molecular cluster, C5H16O3 overall (ωB97M-V/def2-TZVPD, the Open Molecules 2025 dataset).

Orbital gap (eV): 10.895
Spin multiplicity: 1
SMILES: CC(C)CCO.O.O
Relative energy (zero: lowest compared OMol25 entry of this formula, charge and spin) (kJ/mol): 369.59

Atoms and positions in Å:
H: 0.9281 -2.4632 1.8141
H: -1.4240 -1.3997 -0.7259
H: -0.7858 -2.6041 -0.3549
H: -2.9187 1.2934 0.5081
O: -0.6597 -1.9937 -1.0233
H: 1.6419 0.3628 -2.0023
H: 2.0707 0.6694 1.4357
H: 0.9091 -0.5929 1.7881
H: -0.8488 2.0733 0.8142
C: 1.8324 0.4069 -0.8785
H: -1.4106 0.1563 -1.4206
C: 0.9000 0.4228 1.3838
H: -0.2162 -0.3601 -0.3199
O: 0.4850 -3.3405 1.7455
H: 0.5448 -3.3504 0.8767
H: -1.9456 1.8950 -1.9019
H: 2.3466 1.1978 -0.6274
H: 0.2831 1.1237 1.9649
H: 0.1601 2.6016 -0.6836
H: 2.5856 -0.4792 -0.4788
C: 0.5607 0.4539 -0.1220
O: -2.9911 1.0682 -0.4739
C: -1.6375 1.2435 -1.0954
C: -0.4100 1.6153 -0.2226

Atomic forces in eV per Å
-0.4 -0.7 1.0
1.2 -1.0 -1.2
0.0 -2.8 2.1
-0.1 -0.4 -2.0
-2.0 2.3 -1.2
0.6 -0.1 1.4
-2.5 0.1 0.5
-0.4 0.2 0.2
1.2 -1.3 -2.3
-1.0 -5.7 -2.4
-0.4 2.3 -0.6
3.4 -0.2 0.0
2.8 1.0 0.5
0.4 1.8 5.8
0.2 -1.2 -6.9
0.9 0.1 -0.5
2.8 4.6 0.9
0.6 -0.6 0.1
-1.5 -2.2 0.9
-2.3 1.7 -1.3
-3.1 -1.0 3.1
1.6 0.7 2.4
-1.2 -2.2 0.1
-0.5 4.8 -0.8

Quick look at the Löwdin charges, all values in e: 0.042, 0.080, -0.013, 0.097, -0.045, 0.112, 0.119, 0.040, 0.140, -0.081, 0.098, -0.067, 0.077, 0.010, -0.074, 0.105, -0.001, 0.063, 0.162, 0.148, -0.488, -0.136, -0.209, -0.178

=====

# C4H6O

C4H6O as an isolated structure (ωB97M-V/def2-TZVPD, the Open Molecules 2025 dataset).

Orbital gap (eV): 10.351
Spin multiplicity: 1
Relative energy (zero: lowest compared OMol25 entry of this formula, charge and spin) (kJ/mol): 211.62

Atoms and positions in Å:
H: 0.7102 -0.7087 -2.0396
C: -0.4716 -0.8896 1.0682
O: -2.0227 -0.4794 -0.7498
C: 0.5109 0.0308 1.1450
H: 1.2153 -0.2815 -2.3754
C: -1.0473 -0.2198 -0.1094
H: 0.8865 1.1546 -0.7019
H: -0.2258 1.9147 0.3148
H: -0.8782 -1.7652 1.5692
H: 1.2382 0.3303 1.8773
C: 0.0846 0.9136 0.0016

Atomic forces in eV per Å
0.1 -0.1 -0.2
0.4 0.2 -0.3
0.2 0.6 -0.4
-0.7 0.4 0.8
0.0 -0.1 -0.1
-0.1 -0.1 -0.3
-0.4 -0.7 -0.5
-0.6 -0.2 0.2
0.5 0.2 0.2
0.4 -0.6 0.2
0.2 0.3 0.2

Quick look at the Löwdin charges, all values in e: 0.049, 0.009, 0.095, -0.050, 0.059, -0.428, 0.064, 0.103, 0.113, 0.102, -0.117

=====

# C3H9NSi

One molecule with the formula C3H9NSi (ωB97M-V/def2-TZVPD, the Open Molecules 2025 dataset).

Orbital gap (eV): 9.679
Spin multiplicity: 1
SMILES: C=C[SiH2]NC
Relative energy (zero: lowest compared OMol25 entry of this formula, charge and spin) (kJ/mol): 150.21

Atoms and positions in Å:
H: -0.0366 2.0497 -0.6730
H: 0.8981 2.7865 0.8274
H: -3.0299 -1.7368 -0.9319
C: 0.9845 2.1092 -0.0119
N: 1.4381 0.7397 0.2819
Si: 0.4264 -0.8730 0.6236
H: 2.3500 0.7456 0.5559
H: 0.3401 -1.4452 2.0085
C: -1.9724 -1.7629 -0.6996
H: 1.5885 2.5254 -0.7434
C: -1.2564 -0.8030 -0.1442
H: 1.4783 -1.8079 -0.0437
H: -1.6441 0.1460 -0.0650
H: -1.5646 -2.6731 -0.9846

Atomic forces in eV per Å
2.0 0.2 2.1
-0.3 0.1 0.3
-0.1 0.7 -0.2
-3.5 -2.0 -1.1
-5.0 -1.5 -0.2
3.5 1.1 -1.4
2.9 -0.4 1.0
-0.1 0.6 -0.1
-0.7 0.6 0.1
1.7 0.9 -1.2
1.2 -1.0 -0.1
-1.1 0.4 0.4
-1.5 2.1 0.5
1.0 -1.8 0.0

Quick look at the Löwdin charges, all values in e: 0.113, 0.053, 0.059, -0.205, -0.228, 0.647, -0.016, -0.068, -0.054, 0.025, -0.317, -0.044, 0.009, 0.025

=====

spin multiplicity of number 3 (C52H53BaGe2N5S5Te)? 1

=====

Look up the spin multiplicity of the fourth one. 1